(1)
{
  "formula": "C7H27NO7",
  "method": "the ωB97M-V functional and the def2-TZVPD basis",
  "symbols": ["C", "C", "C", "C", "N", "C", "C", "C", "H", "H", "H", "H", "H", "H", "H", "H", "H", "H", "H", "H", "H", "H", "H", "O", "H", "H", "O", "H", "H", "O", "H", "H", "O", "H", "H", "O", "H", "H", "O", "H", "H", "O"],
  "xyz": [[-2.869, 0.037, 3.033], [-1.785, -0.747, 3.726], [-0.514, -1.052, 3.027], [-0.466, -0.928, 1.692], [0.705, -1.007, 0.921], [0.762, -2.149, 0.017], [2.987, -2.765, -1.069], [1.987, -1.925, -0.873], [-2.436, 0.761, 2.338], [-3.528, 0.524, 3.755], [-3.494, -0.611, 2.424], [-2.247, -1.714, 4.027], [-1.560, -0.367, 4.735], [0.447, -1.243, 3.486], [-1.338, -0.818, 1.057], [1.626, -0.823, 1.284], [0.766, -3.116, 0.535], [-0.083, -2.133, -0.687], [2.865, -3.827, -0.866], [3.987, -2.494, -1.393], [1.833, -0.951, -1.332], [-3.090, -0.291, -3.543], [-2.291, -1.608, -3.712], [-2.683, -1.011, -3.050], [1.759, 0.505, -2.930], [2.502, -0.571, -3.565], [2.364, 0.388, -3.653], [-2.307, 2.075, -4.114], [-3.142, 1.832, -2.873], [-3.098, 1.623, -3.808], [0.164, 1.649, -3.826], [-0.499, 2.320, -2.411], [-0.279, 2.374, -3.351], [0.036, 0.547, -0.313], [0.381, 2.003, -0.071], [-0.324, 1.460, -0.412], [4.055, 3.105, 0.036], [2.635, 2.821, 0.325], [3.404, 3.168, 0.761], [1.094, 2.374, 3.516], [0.387, 1.145, 3.491], [1.288, 1.444, 3.667]],
  "forces_ev_per_a": [[0.013, 0.294, -0.566], [-0.345, -1.630, 2.328], [-0.046, 0.865, -2.189], [0.566, -0.466, 0.735], [-0.052, -0.272, -1.341], [0.397, -0.337, -1.435], [0.371, -0.312, 0.054], [-1.216, -0.099, 0.508], [-0.144, 0.266, 0.212], [0.143, 0.057, -0.109], [-0.055, -0.100, -0.083], [0.210, 0.207, -0.184], [0.046, 0.459, -0.367], [-0.246, -0.031, 0.621], [-0.178, 0.133, 0.209], [-0.211, 0.084, 0.917], [0.098, 0.098, -0.054], [-0.332, 0.030, 0.494], [0.100, 0.193, 0.727], [-0.363, 0.185, -0.768], [1.098, 0.271, 0.270], [0.157, 0.340, -0.189], [-0.371, 0.461, 0.407], [0.410, -0.951, -0.141], [-0.496, 0.662, 0.578], [0.280, 0.314, -0.473], [0.169, -0.939, -0.083], [0.395, 0.059, 0.072], [0.019, 0.051, 0.180], [-0.573, -0.007, -0.238], [-0.340, 0.118, 1.263], [0.595, -1.232, -0.182], [-0.191, 1.012, -1.128], [-0.252, 0.525, 0.236], [0.263, 0.340, 0.302], [-0.022, -0.684, -0.488], [-0.141, 0.196, 0.659], [-0.718, -0.220, -0.053], [0.909, 0.035, -0.628], [0.809, 0.532, 0.143], [0.026, -0.918, 0.046], [-0.782, 0.414, -0.262]],
  "gap_ha": 0.3256,
  "e_above_lowest_kcal_mol": 19.8,
  "smiles": "C=CCN/C=C/CC.O.O.O.O.O.O.O"
}



(2)
{
  "formula": "C4H10N2O",
  "method": "the ωB97M-V functional and the def2-TZVPD basis",
  "symbols": ["C", "N", "H", "H", "H", "H", "H", "C", "N", "C", "C", "O", "H", "H", "H", "H", "H"],
  "xyz": [[-1.685, 1.599, 0.628], [-1.255, 0.208, 0.659], [-0.705, 0.009, 1.519], [-2.036, -0.430, 0.550], [-0.805, 2.231, 0.743], [-2.393, 1.846, 1.428], [-2.147, 1.807, -0.338], [1.402, -0.444, 0.483], [2.581, -0.934, 0.039], [0.253, -0.119, -0.674], [-0.108, -1.037, -1.582], [1.112, -0.469, 1.675], [2.777, -0.989, -0.944], [3.224, -1.361, 0.691], [0.288, 0.924, -0.944], [-0.101, -2.092, -1.353], [-0.401, -0.750, -2.579]],
  "forces_ev_per_a": [[-0.185, -0.192, 0.184], [-0.125, 0.656, 1.842], [-0.657, -0.056, -0.667], [0.233, -0.111, -0.076], [-0.009, 0.098, -0.018], [0.040, 0.113, -0.155], [-0.010, 0.110, 0.005], [-2.589, -1.331, -0.346], [-0.089, 0.432, -0.323], [2.856, -0.305, 0.541], [0.632, -0.347, -0.438], [0.542, 0.521, -0.280], [-0.148, -0.035, -0.067], [-0.205, 0.272, -0.009], [-0.069, 0.220, -0.201], [0.246, -0.147, -0.045], [-0.464, 0.103, 0.052]],
  "gap_ha": 0.3041,
  "e_above_lowest_kcal_mol": 69.6,
  "smiles": "C=CC(N)=O.CN"
}



(3)
{
  "formula": "C2HNO2",
  "method": "the ωB97M-V functional and the def2-TZVPD basis",
  "symbols": ["C", "C", "H", "N", "O", "O"],
  "xyz": [[-0.319, -0.247, -0.044], [1.199, -0.435, 0.136], [-1.554, 1.004, 0.378], [2.455, -0.125, -0.177], [-0.663, 0.979, -0.151], [-1.118, -1.177, -0.143]],
  "forces_ev_per_a": [[-0.191, -5.046, -0.458], [10.546, 3.750, -3.808], [1.820, 0.335, -1.877], [-12.043, -3.311, 3.270], [-2.322, 2.772, 2.190], [2.191, 1.500, 0.684]],
  "gap_ha": 0.3935,
  "e_above_lowest_kcal_mol": 61.8,
  "smiles": "N#CC(=O)O"
}



(4)
{
  "formula": "C6H8HoLiO6",
  "method": "the ωB97M-V functional and the def2-TZVPD basis",
  "symbols": ["O", "C", "C", "O", "O", "C", "H", "H", "H", "H", "O", "C", "C", "O", "O", "C", "H", "H", "H", "H", "Li", "Ho"],
  "xyz": [[-2.026, -1.055, -0.544], [-1.130, -0.204, -1.089], [-2.656, -0.528, 0.646], [-0.141, -0.027, -0.095], [-2.222, 1.288, -0.767], [-3.041, 0.916, 0.302], [-1.945, -0.541, 1.482], [-3.531, -1.159, 0.841], [-2.949, 1.526, 1.220], [-4.098, 0.956, -0.019], [1.762, -0.508, -1.327], [1.115, 0.422, -0.523], [2.283, -1.509, -0.469], [1.086, 1.635, -1.049], [1.928, 0.478, 0.673], [2.709, -0.716, 0.775], [3.123, -1.994, -0.976], [1.505, -2.251, -0.232], [3.770, -0.441, 0.756], [2.470, -1.237, 1.710], [-0.713, 2.090, -1.503], [2.700, 2.859, 0.186]],
  "forces_ev_per_a": [[-0.010, 0.313, -0.073], [-1.139, 0.260, -0.655], [0.109, -0.340, 0.025], [1.719, 0.624, 1.233], [1.394, 0.469, 0.202], [-0.444, -0.151, -0.397], [-0.229, -0.215, -0.100], [0.391, 0.094, 0.075], [0.152, 0.040, -0.393], [0.293, 0.007, 0.131], [0.219, 0.675, -0.042], [-1.835, -2.240, -0.072], [-0.125, -0.402, 0.036], [1.889, 3.166, 0.515], [0.759, 1.929, 0.518], [0.375, -0.722, 0.219], [-0.236, 0.109, 0.125], [0.231, 0.223, -0.034], [-0.168, -0.133, 0.019], [0.057, 0.212, -0.221], [-1.059, -0.851, -0.022], [-2.343, -3.068, -1.089]],
  "gap_ha": [0.1566, 0.1087],
  "e_above_lowest_kcal_mol": 83.8,
  "s_squared": 8.754,
  "multiplicity": 6,
  "charge": 1
}



(5)
{
  "formula": "C18H37O19Tl",
  "method": "the ωB97M-V functional and the def2-TZVPD basis",
  "symbols": ["Tl", "O", "H", "C", "O", "C", "O", "O", "C", "H", "H", "H", "H", "H", "H", "C", "O", "C", "O", "O", "C", "H", "H", "H", "H", "H", "H", "C", "O", "C", "O", "O", "C", "H", "H", "H", "H", "H", "H", "C", "O", "C", "O", "O", "C", "H", "H", "H", "H", "H", "H", "C", "O", "C", "O", "O", "C", "H", "H", "H", "H", "H", "H", "C", "O", "C", "O", "O", "C", "H", "H", "H", "H", "H", "H"],
  "xyz": [[-0.080, -2.393, 2.786], [0.824, -0.831, 0.667], [0.891, -0.128, -0.007], [-3.002, 1.358, 4.590], [-2.264, 2.196, 3.708], [-1.194, 1.733, 3.063], [-0.754, 0.607, 3.112], [-0.763, 2.679, 2.262], [0.351, 2.542, 1.390], [-2.721, 1.485, 5.634], [-2.789, 0.299, 4.427], [-4.076, 1.451, 4.453], [1.293, 2.568, 1.937], [0.299, 3.345, 0.662], [0.393, 1.584, 0.859], [-2.392, 0.482, -0.419], [-3.553, 0.355, 0.359], [-3.550, -0.610, 1.280], [-2.660, -1.408, 1.496], [-4.713, -0.608, 1.873], [-4.926, -1.352, 3.079], [-2.325, 1.417, -0.979], [-2.173, -0.331, -1.112], [-1.538, 0.617, 0.258], [-5.493, -0.752, 3.782], [-4.017, -1.559, 3.650], [-5.296, -2.334, 2.796], [3.800, -2.340, 0.114], [4.561, -2.066, 1.287], [3.960, -2.264, 2.470], [2.793, -2.557, 2.645], [4.790, -1.807, 3.377], [4.390, -1.877, 4.751], [4.415, -3.104, -0.369], [3.821, -1.467, -0.536], [2.771, -2.641, 0.299], [5.241, -1.490, 5.305], [4.376, -2.937, 5.013], [3.447, -1.375, 4.949], [0.136, 2.246, -2.657], [0.011, 3.458, -1.932], [-1.169, 4.060, -1.752], [-2.254, 3.556, -1.882], [-0.944, 5.326, -1.471], [-2.013, 6.249, -1.281], [0.492, 1.482, -1.957], [1.038, 2.347, -3.266], [-0.723, 2.000, -3.274], [-1.669, 7.250, -1.526], [-2.335, 6.131, -0.248], [-2.885, 6.112, -1.922], [2.710, -0.422, -2.524], [3.259, 0.781, -3.064], [3.386, 0.788, -4.384], [3.345, -0.206, -5.065], [3.488, 2.027, -4.841], [3.861, 2.250, -6.221], [1.690, -0.658, -2.831], [2.602, -0.366, -1.443], [3.306, -1.316, -2.702], [4.803, 1.792, -6.504], [3.935, 3.329, -6.357], [3.037, 2.059, -6.909], [-3.233, -5.432, 0.129], [-2.540, -4.724, -0.901], [-1.504, -3.948, -0.620], [-0.804, -4.009, 0.369], [-1.361, -3.085, -1.597], [-0.171, -2.392, -1.811], [-3.551, -6.400, -0.244], [-4.149, -4.903, 0.400], [-2.607, -5.446, 1.019], [0.317, -2.671, -2.747], [0.630, -2.448, -1.059], [-0.271, -1.305, -1.834]],
  "forces_ev_per_a": [[-0.107, 0.292, -0.474], [-0.105, -0.292, 0.045], [-0.115, 0.141, 0.049], [0.167, -1.745, 0.632], [0.639, 0.098, -0.373], [-1.476, 0.365, 0.225], [0.648, -0.808, -0.094], [0.074, 0.480, -0.485], [0.725, -0.231, 0.277], [-0.029, 0.707, -0.090], [0.193, 0.078, -0.435], [0.126, 0.709, -0.182], [-0.091, 0.278, 0.197], [-0.104, 0.049, 0.134], [-0.539, -0.189, 0.046], [1.960, 0.618, 0.025], [-0.104, -0.245, -0.039], [-0.612, -0.355, -0.210], [0.793, 0.095, -0.037], [-0.305, 0.820, 0.505], [1.000, -0.686, 0.390], [-1.120, 0.111, -0.057], [-0.491, -0.259, 0.230], [0.056, -0.508, 0.055], [-0.766, -0.143, -0.555], [0.422, 0.163, -0.534], [-0.668, 0.200, 0.274], [0.853, -0.229, -0.316], [-1.036, -0.323, 0.426], [0.418, 2.289, -0.359], [-0.306, -0.716, 0.066], [-0.067, -0.324, -0.067], [0.791, -1.059, 0.307], [-0.574, -0.258, -0.373], [0.226, 0.063, 0.336], [0.173, -0.251, 0.218], [-0.280, 0.489, -0.037], [-0.530, 0.068, 0.132], [0.091, 0.076, -0.061], [1.006, -0.051, 0.037], [0.276, 0.276, 0.244], [-0.500, 0.814, -0.690], [-0.076, -0.628, 0.139], [0.898, -0.154, -0.326], [-1.072, 0.095, 0.268], [-0.779, -0.341, 0.129], [-0.248, 0.378, -0.332], [-0.137, -0.101, 0.294], [0.503, -0.137, 0.400], [-0.055, 0.446, 0.004], [0.234, -0.669, -0.130], [-0.205, -0.442, 0.270], [-0.758, -0.123, 1.681], [-0.198, -0.571, -2.370], [0.092, 0.065, 0.249], [0.389, 0.298, 0.567], [-0.651, 0.881, -0.450], [0.035, 0.351, -0.852], [0.505, 0.865, 0.075], [0.256, 0.165, -0.410], [-0.149, -0.348, 0.157], [0.436, 0.027, 0.661], [0.067, -0.969, 0.189], [-0.242, 0.246, 0.939], [0.420, 0.783, -0.458], [-0.996, -1.104, 0.515], [0.262, 0.190, 0.498], [0.234, 0.772, -0.669], [1.585, 1.188, -0.044], [0.520, -0.086, -0.035], [0.097, 0.275, -0.292], [-0.016, -0.557, -0.089], [-0.311, -0.365, -0.147], [-0.285, -0.965, 0.529], [-1.071, -0.072, -0.337]],
  "gap_ha": 0.0732,
  "e_above_lowest_kcal_mol": 28.5,
  "charge": 2
}



(6)
{
  "formula": "C23H25CaF9N4OS",
  "method": "the ωB97M-V functional and the def2-TZVPD basis",
  "symbols": ["Ca", "C", "N", "C", "C", "C", "N", "C", "C", "F", "C", "F", "C", "C", "F", "C", "F", "H", "H", "H", "H", "H", "H", "H", "H", "H", "H", "H", "C", "C", "C", "C", "C", "N", "H", "H", "H", "H", "H", "H", "H", "H", "H", "C", "C", "N", "O", "H", "H", "H", "H", "H", "F", "C", "C", "F", "C", "F", "C", "S", "C", "F", "C", "F"],
  "xyz": [[-0.412, -0.119, -0.017], [-0.265, -1.719, -2.604], [0.061, -0.309, -2.307], [-0.674, 0.571, -3.224], [1.528, -0.059, -2.410], [2.334, -0.645, -1.244], [1.735, -0.146, -0.011], [2.161, -0.514, 1.227], [1.358, -0.182, 2.347], [0.148, 0.480, 2.091], [1.613, -0.567, 3.639], [0.734, -0.234, 4.600], [2.741, -1.288, 3.950], [3.569, -1.602, 2.889], [4.688, -2.307, 3.120], [3.309, -1.230, 1.593], [4.181, -1.599, 0.633], [0.014, -1.976, -3.633], [-1.335, -1.887, -2.479], [0.256, -2.386, -1.915], [-0.381, 0.396, -4.267], [-0.482, 1.614, -2.980], [-1.746, 0.385, -3.132], [1.668, 1.021, -2.399], [1.908, -0.446, -3.364], [3.376, -0.344, -1.374], [2.324, -1.740, -1.289], [2.959, -1.610, 4.959], [0.244, 5.265, 1.404], [-0.147, 4.950, -0.045], [-1.426, 5.697, -0.440], [1.003, 5.290, -1.004], [-0.409, 3.493, -0.144], [-0.609, 2.366, -0.207], [0.414, 6.339, 1.494], [1.159, 4.743, 1.688], [-0.547, 4.979, 2.099], [-1.238, 6.770, -0.376], [-2.251, 5.449, 0.230], [-1.723, 5.458, -1.463], [1.197, 6.363, -0.952], [0.747, 5.034, -2.034], [1.914, 4.757, -0.730], [-3.042, -1.921, 1.740], [-3.431, -1.021, 0.611], [-4.735, -0.906, 0.347], [-2.607, -0.363, -0.061], [-3.887, -2.492, 2.120], [-2.631, -1.314, 2.551], [-2.235, -2.589, 1.426], [-5.421, -1.415, 0.873], [-5.034, -0.292, -0.393], [-0.433, -8.671, -0.729], [-0.294, -7.391, -0.363], [-0.835, -6.384, -1.128], [-1.507, -6.683, -2.250], [-0.683, -5.067, -0.738], [-1.254, -4.145, -1.539], [0.006, -4.677, 0.404], [0.239, -3.009, 0.888], [0.530, -5.730, 1.151], [1.207, -5.490, 2.278], [0.391, -7.056, 0.785], [0.924, -8.022, 1.543]],
  "forces_ev_per_a": [[-1.052, -0.375, 0.078], [0.254, 0.204, -0.023], [0.365, -0.074, -0.821], [0.123, -0.196, 0.073], [-0.119, -0.178, 0.219], [-0.188, 0.060, 0.299], [1.486, -0.017, 0.423], [-0.286, 0.413, -0.531], [0.009, -0.019, -0.084], [0.436, 0.007, 0.533], [-0.143, 0.149, -0.085], [-0.045, 0.024, 0.007], [0.114, -0.128, 0.184], [0.185, -0.104, 0.017], [0.011, -0.012, 0.055], [0.144, -0.078, -0.102], [0.094, -0.043, -0.049], [-0.001, -0.003, -0.040], [0.021, 0.066, 0.004], [-0.029, 0.166, -0.057], [-0.006, -0.010, -0.026], [0.034, 0.028, 0.040], [0.038, -0.012, 0.013], [-0.037, 0.104, -0.025], [-0.007, -0.003, -0.079], [0.051, 0.056, -0.081], [-0.024, -0.064, 0.030], [-0.013, 0.046, -0.091], [0.000, -0.017, 0.022], [0.007, -0.286, -0.073], [-0.022, -0.006, -0.005], [-0.006, 0.000, 0.000], [0.013, 0.199, 0.071], [-0.030, 0.180, -0.045], [0.005, -0.030, 0.004], [-0.044, 0.016, -0.014], [0.032, 0.023, -0.037], [-0.016, -0.030, -0.003], [0.043, 0.014, -0.030], [0.018, 0.015, 0.047], [0.001, -0.037, 0.000], [0.004, 0.019, 0.051], [-0.046, 0.018, -0.010], [-0.009, 0.042, 0.082], [0.188, 0.397, -0.311], [-0.084, -0.022, -0.032], [-1.230, -0.603, 0.533], [0.011, 0.010, 0.004], [-0.024, 0.003, -0.044], [0.028, 0.014, -0.065], [-0.029, -0.022, -0.011], [0.003, -0.002, -0.036], [0.008, -0.023, 0.011], [-0.014, -0.258, -0.058], [-0.102, 0.124, -0.161], [0.020, 0.008, 0.057], [-0.169, -0.056, -0.217], [-0.062, -0.040, 0.097], [-0.144, 0.489, -0.022], [0.009, -0.074, -0.027], [0.148, -0.168, 0.208], [0.002, 0.082, 0.006], [0.105, -0.009, 0.156], [-0.028, 0.025, -0.030]],
  "gap_ha": 0.2467,
  "e_above_lowest_kcal_mol": 27.9
}



(7)
{
  "formula": "CH2N2O3",
  "method": "the ωB97M-V functional and the def2-TZVPD basis",
  "symbols": ["C", "N", "N", "O", "O", "O", "H", "H"],
  "xyz": [[-1.305, 0.127, 0.031], [1.104, -0.733, -0.218], [1.740, 0.197, 0.185], [0.143, -1.394, 0.016], [-0.479, 0.978, 0.195], [2.503, 1.071, -0.072], [-1.919, -0.220, 0.872], [-1.787, -0.026, -1.008]],
  "forces_ev_per_a": [[-2.502, 0.869, -1.129], [2.928, 1.099, 0.185], [-0.962, -0.652, -0.700], [-1.029, -1.732, 0.085], [0.475, 1.577, 0.240], [0.044, -0.202, 0.118], [0.195, -0.614, 0.110], [0.850, -0.345, 1.090]],
  "gap_ha": 0.3238,
  "e_above_lowest_kcal_mol": 117.4,
  "smiles": "O=NN=O.C=O"
}



(8)
{
  "formula": "C3H2OS3",
  "method": "the ωB97M-V functional and the def2-TZVPD basis",
  "symbols": ["C", "C", "C", "H", "H", "O", "S", "S", "S"],
  "xyz": [[-0.448, 0.322, -0.970], [0.360, 0.051, 0.296], [0.046, -1.235, 1.063], [0.578, 2.515, -0.787], [-0.972, -1.694, 0.908], [1.110, 0.816, 0.791], [-0.100, 1.861, -1.799], [-1.583, -0.642, -1.576], [1.008, -1.995, 2.075]],
  "forces_ev_per_a": [[0.391, 1.420, -0.486], [-1.403, -1.897, 0.523], [-1.783, -0.888, -0.676], [-0.311, -0.698, -0.599], [1.033, 0.825, -0.059], [1.238, 1.632, 0.087], [0.237, -0.197, 1.038], [0.050, -0.380, 0.057], [0.548, 0.182, 0.115]],
  "gap_ha": 0.2575,
  "e_above_lowest_kcal_mol": 41.3,
  "smiles": "O=C(C=S)C(=S)S"
}